1.
Computed, not measured: a molecular structure, C43H57B4F6HgN3O35P at a distorted geometry, with ωB97M-V/def2-TZVPD.

CARTESIAN COORDINATES (ANGSTROEM)
Hg1 -4.451 -5.565 -7.165
O1 1.046 -7.597 -1.911
C1 -0.162 -7.887 -2.004
O2 -1.114 -7.120 -2.401
B1 -2.447 -7.831 -2.595
O3 -2.112 -9.211 -2.167
C2 -0.842 -9.285 -1.915
O4 -0.290 -10.311 -1.592
O5 -2.970 -7.876 -3.972
C3 -3.916 -6.965 -4.011
O6 -4.449 -6.454 -5.014
C4 -4.298 -6.536 -2.627
O7 -3.510 -7.138 -1.831
O8 -5.195 -5.720 -2.306
O9 -5.457 -8.452 -12.389
C5 -6.358 -7.825 -11.915
O10 -6.949 -6.766 -12.380
B2 -8.072 -6.394 -11.467
O11 -8.050 -7.484 -10.450
C6 -7.062 -8.355 -10.684
O12 -6.695 -9.325 -9.994
O13 -7.818 -5.213 -10.621
C7 -8.890 -4.430 -10.621
O14 -9.058 -3.419 -9.932
C8 -9.871 -4.962 -11.646
O15 -9.328 -6.057 -12.184
O16 -11.037 -4.482 -11.913
O17 -2.716 -7.483 -11.752
C9 -2.426 -6.356 -11.251
O18 -1.275 -5.682 -11.439
B3 -1.188 -4.484 -10.525
O19 -2.590 -4.386 -9.973
C10 -3.157 -5.532 -10.107
O20 -4.168 -5.868 -9.513
O21 -0.811 -3.250 -11.260
C11 0.246 -2.674 -10.689
O22 0.780 -1.598 -10.973
C12 0.646 -3.521 -9.452
O23 -0.142 -4.585 -9.487
O24 1.512 -3.295 -8.651
O25 -3.776 -7.840 -7.713
C13 -2.596 -8.243 -7.573
O26 -1.730 -7.593 -6.814
B4 -0.321 -8.076 -6.956
O27 -0.527 -9.257 -7.878
C14 -1.804 -9.311 -8.290
O28 -2.282 -10.170 -9.089
O29 0.419 -8.455 -5.807
C15 1.222 -7.477 -5.500
O30 1.879 -7.324 -4.470
C16 1.376 -6.511 -6.769
O31 0.526 -6.997 -7.635
O32 2.096 -5.496 -6.835
P1 -1.862 -3.672 -6.277
F1 -2.179 -4.784 -5.201
F2 -1.926 -2.539 -5.091
F3 -0.169 -3.794 -6.025
F4 -1.602 -2.583 -7.457
F5 -1.814 -4.870 -7.331
F6 -3.404 -3.602 -6.778
C17 -3.259 -13.370 -3.414
C18 -4.523 -12.868 -4.028
C19 -4.487 -11.327 -3.792
C20 -5.357 -10.482 -4.799
C21 -5.032 -10.969 -6.202
C22 -5.197 -12.460 -6.537
N1 -4.506 -13.230 -5.490
O33 -4.445 -14.607 -5.690
C23 -6.814 -12.627 -6.660
C24 -4.460 -12.689 -7.854
C25 -5.750 -13.438 -3.278
H1 -3.075 -12.896 -2.449
H2 -2.437 -13.119 -4.084
H3 -3.239 -14.457 -3.337
H4 -4.820 -11.157 -2.768
H5 -3.465 -10.948 -3.767
H6 -5.088 -9.426 -4.802
H7 -6.409 -10.699 -4.617
H8 -4.061 -10.477 -6.261
H9 -5.507 -10.376 -6.983
H10 -7.288 -12.681 -5.680
H11 -7.352 -11.827 -7.169
H12 -6.975 -13.594 -7.137
H13 -3.378 -12.568 -7.818
H14 -4.559 -13.696 -8.259
H15 -4.908 -12.005 -8.576
H16 -5.852 -13.168 -2.226
H17 -5.986 -14.502 -3.286
H18 -6.701 -13.245 -3.775
H19 -3.681 -14.648 -6.271
C26 -7.014 -7.819 -6.890
C27 -7.745 -6.609 -6.403
C28 -7.896 -6.758 -4.840
C29 -8.520 -5.607 -4.119
C30 -7.709 -4.357 -4.491
C31 -7.388 -4.101 -5.961
N2 -6.914 -5.402 -6.670
O34 -6.563 -5.160 -8.027
C32 -8.597 -3.426 -6.624
C33 -6.271 -3.053 -6.049
C34 -9.115 -6.603 -7.112
H20 -5.932 -7.779 -6.756
H21 -7.092 -8.039 -7.955
H22 -7.296 -8.679 -6.282
H23 -8.517 -7.640 -4.678
H24 -6.957 -7.033 -4.360
H25 -8.543 -5.760 -3.040
H26 -9.554 -5.524 -4.454
H27 -6.830 -4.349 -3.847
H28 -8.359 -3.588 -4.073
H29 -8.897 -2.500 -6.135
H30 -8.330 -3.234 -7.663
H31 -9.488 -4.051 -6.571
H32 -5.314 -3.200 -5.550
H33 -6.164 -2.600 -7.035
H34 -6.593 -2.255 -5.380
H35 -9.882 -5.916 -6.755
H36 -9.617 -7.559 -7.264
H37 -8.956 -6.334 -8.157
H38 -7.425 -5.186 -8.449
C35 -4.366 1.997 -9.350
C36 -5.534 1.002 -8.937
C37 -6.928 1.510 -9.510
C38 -7.116 1.246 -11.014
C39 -6.938 -0.217 -11.279
C40 -5.485 -0.787 -10.870
N3 -5.172 -0.332 -9.461
O35 -4.018 -0.854 -8.901
C41 -5.440 -2.361 -10.842
C42 -4.461 -0.347 -11.914
C43 -5.810 0.990 -7.385
H39 -3.946 2.573 -8.525
H40 -4.571 2.692 -10.164
H41 -3.524 1.365 -9.633
H42 -7.689 0.979 -8.939
H43 -7.045 2.591 -9.432
H44 -6.369 1.799 -11.584
H45 -8.137 1.421 -11.350
H46 -7.139 -0.415 -12.332
H47 -7.741 -0.707 -10.730
H48 -6.188 -2.711 -11.553
H49 -4.529 -2.813 -11.235
H50 -5.680 -2.932 -9.945
H51 -4.648 -0.663 -12.941
H52 -4.640 0.722 -12.020
H53 -3.506 -0.771 -11.602
H54 -6.096 2.018 -7.161
H55 -4.845 0.764 -6.931
H56 -6.581 0.305 -7.034
H57 -3.353 -0.533 -9.515

Properties
* net charge: -3
* calculated total energy: -154144.8324 eV

***

2.
Computed, not measured: a molecular structure, C43H57N5PbSSeSi at a distorted geometry, with ωB97M-V/def2-TZVPD.

CARTESIAN COORDINATES (ANGSTROEM)
Pb1 0.356 0.841 -0.499
C1 1.704 -2.073 -2.770
N1 1.519 -2.083 -1.338
C2 0.856 -3.271 -0.849
C3 2.558 -1.573 -0.536
C4 3.862 -1.490 -1.020
C5 4.887 -0.957 -0.257
C6 4.613 -0.507 1.024
C7 3.318 -0.565 1.511
C8 2.255 -1.076 0.758
N2 0.913 -0.992 1.187
C9 0.600 -1.449 2.439
C10 1.517 -2.212 3.219
C11 1.298 -2.577 4.533
C12 0.108 -2.245 5.161
C13 -0.879 -1.659 4.379
C14 -0.704 -1.327 3.040
N3 -1.854 -0.963 2.277
C15 -2.033 0.453 2.038
C16 -3.111 -1.559 2.672
H1 2.324 -2.909 -3.136
H2 0.722 -2.148 -3.244
H3 2.161 -1.132 -3.084
H4 1.470 -4.178 -0.998
H5 0.638 -3.156 0.211
H6 -0.088 -3.403 -1.384
H7 4.077 -1.837 -2.022
H8 5.884 -0.879 -0.670
H9 5.398 -0.077 1.636
H10 3.103 -0.162 2.492
H11 2.433 -2.536 2.749
H12 2.065 -3.130 5.066
H13 -0.068 -2.466 6.207
H14 -1.844 -1.459 4.831
H15 -2.423 0.969 2.932
H16 -1.083 0.910 1.776
H17 -2.728 0.605 1.209
H18 -3.606 -1.022 3.502
H19 -3.793 -1.536 1.817
H20 -2.966 -2.595 2.971
C17 -1.232 -5.384 2.768
C18 -1.600 -6.016 1.419
C19 -2.363 -7.314 1.699
C20 -0.303 -6.359 0.668
C21 -2.405 -5.038 0.561
C22 -3.531 -5.447 -0.163
C23 -4.209 -4.589 -1.016
C24 -3.746 -3.292 -1.163
S1 -4.320 -2.016 -2.182
C25 -2.968 -0.966 -1.570
N4 -2.236 -1.554 -0.700
C26 -2.620 -2.851 -0.442
C27 -1.969 -3.726 0.422
C28 -2.770 0.370 -2.129
C29 -3.605 0.802 -3.173
C30 -3.401 2.014 -3.793
C31 -2.320 2.796 -3.400
C32 -1.497 2.357 -2.379
C33 -1.700 1.164 -1.671
H21 -0.676 -6.100 3.377
H22 -2.131 -5.090 3.313
H23 -0.605 -4.501 2.643
H24 -1.775 -7.943 2.369
H25 -2.540 -7.884 0.784
H26 -3.324 -7.110 2.176
H27 0.333 -7.000 1.284
H28 0.251 -5.451 0.427
H29 -0.524 -6.883 -0.265
H30 -3.894 -6.462 -0.075
H31 -5.075 -4.935 -1.566
H32 -1.120 -3.332 0.966
H33 -4.413 0.162 -3.512
H34 -4.051 2.340 -4.597
H35 -2.117 3.739 -3.894
H36 -0.633 2.975 -2.125
C34 0.367 2.332 3.137
Si1 0.200 2.971 1.326
C35 -1.347 4.180 1.461
C36 -2.587 3.313 1.718
C37 -1.601 4.947 0.156
C38 -1.244 5.191 2.608
C39 1.860 3.976 1.060
C40 1.990 4.455 -0.394
C41 2.057 5.179 1.988
C42 3.009 2.993 1.303
H37 1.015 2.967 3.750
H38 0.796 1.325 3.140
H39 -0.599 2.264 3.644
H40 -2.716 2.570 0.925
H41 -3.488 3.941 1.751
H42 -2.513 2.783 2.671
H43 -1.912 4.264 -0.634
H44 -0.715 5.483 -0.187
H45 -2.404 5.684 0.296
H46 -0.989 4.699 3.551
H47 -2.208 5.702 2.742
H48 -0.495 5.957 2.409
H49 1.200 5.157 -0.670
H50 1.958 3.616 -1.095
H51 2.952 4.958 -0.551
H52 1.388 6.000 1.727
H53 3.084 5.556 1.893
H54 1.893 4.916 3.037
H55 2.978 2.171 0.585
H56 2.978 2.561 2.307
H57 3.974 3.500 1.175
Se1 3.661 1.974 -3.778
C43 4.530 2.486 -5.258
N5 5.097 2.816 -6.222

Properties
* relative energy (zero: lowest compared OMol25 entry of this formula, charge and spin): 24.0 kcal per mole
* net charge: -2
* calculated total energy: -142275.0536 eV

***

3.
Computed, not measured: a molecular structure, C43H58HfN7O5SSb at a distorted geometry, with ωB97M-V/def2-TZVPD.

CARTESIAN COORDINATES (ANGSTROEM)
Hf1 0.081 0.367 0.469
C1 -4.537 2.863 1.502
C2 -3.428 2.073 0.920
N1 -2.621 1.392 1.642
N2 -2.546 1.171 2.976
C3 -1.394 0.617 3.307
O1 -0.384 0.451 2.502
C4 -1.222 0.170 4.699
C5 0.011 -0.345 5.101
C6 0.175 -0.811 6.394
C7 -0.889 -0.767 7.286
C8 -2.115 -0.247 6.892
C9 -2.285 0.222 5.601
C10 -3.110 2.016 -0.539
C11 -3.920 2.740 -1.395
C12 -3.622 2.784 -2.753
C13 -2.526 2.084 -3.198
C14 -1.777 1.350 -2.282
N3 -2.032 1.300 -0.979
H1 -4.603 2.675 2.570
H2 -5.481 2.599 1.027
H3 -4.359 3.928 1.337
H4 0.837 -0.368 4.402
H5 1.131 -1.205 6.710
H6 -0.761 -1.138 8.294
H7 -2.937 -0.206 7.593
H8 -3.235 0.633 5.289
H9 -4.774 3.275 -1.009
H10 -4.240 3.354 -3.432
H11 -2.233 2.085 -4.238
H12 -0.944 0.754 -2.628
O2 -0.368 2.601 0.636
S1 1.044 3.098 0.682
O3 1.521 3.589 -0.589
N4 1.717 1.745 1.148
C15 3.110 1.596 1.037
C16 4.064 2.571 1.142
C17 5.431 2.230 1.026
C18 5.825 0.939 0.821
C19 4.852 -0.084 0.708
C20 5.161 -1.444 0.493
C21 4.144 -2.349 0.389
C22 2.811 -1.905 0.474
N5 2.476 -0.643 0.659
C23 3.492 0.257 0.801
C24 1.173 4.357 1.875
C25 1.451 5.653 1.461
C26 1.562 6.641 2.429
C27 1.403 6.321 3.769
C28 1.129 5.016 4.165
C29 1.014 4.017 3.215
H13 3.795 3.603 1.322
H14 6.170 3.014 1.111
H15 6.873 0.684 0.744
H16 6.196 -1.752 0.413
H17 4.338 -3.400 0.230
H18 2.000 -2.608 0.369
H19 1.582 5.875 0.412
H20 1.776 7.659 2.135
H21 1.502 7.094 4.519
H22 1.012 4.780 5.213
H23 0.818 2.991 3.502
C30 2.193 0.202 -2.228
O4 1.099 0.851 -1.509
H24 3.142 0.531 -1.812
H25 2.115 0.472 -3.278
H26 2.062 -0.868 -2.109
H27 1.276 1.818 -1.518
N6 -0.927 -2.853 2.193
C31 -0.951 -1.925 1.232
N7 -1.941 -1.160 0.856
O5 0.164 -1.680 0.589
H28 -1.744 -3.066 2.737
H29 -0.067 -3.328 2.406
H30 -2.765 -1.301 1.437
H31 -2.006 0.838 1.063
C32 0.354 -1.657 -4.803
C33 -1.050 -2.260 -4.690
C34 -2.038 -1.210 -5.201
C35 -1.146 -3.496 -5.578
Sb1 -1.384 -2.556 -2.536
C36 -0.534 -4.552 -2.199
C37 -0.493 -4.796 -0.689
C38 0.911 -4.523 -2.699
C39 -1.293 -5.698 -2.864
C40 -3.548 -2.877 -2.387
C41 -3.851 -3.637 -1.096
C42 -4.173 -3.634 -3.556
C43 -4.166 -1.479 -2.282
H32 0.606 -1.499 -5.857
H33 1.131 -2.291 -4.373
H34 0.399 -0.683 -4.306
H35 -1.756 -0.910 -6.216
H36 -2.033 -0.308 -4.582
H37 -3.062 -1.575 -5.249
H38 -0.962 -3.204 -6.617
H39 -2.133 -3.957 -5.541
H40 -0.406 -4.256 -5.327
H41 0.158 -4.074 -0.192
H42 -0.086 -5.795 -0.498
H43 -1.476 -4.751 -0.221
H44 1.470 -3.682 -2.273
H45 0.988 -4.463 -3.784
H46 1.421 -5.442 -2.392
H47 -2.267 -5.862 -2.403
H48 -0.722 -6.624 -2.737
H49 -1.443 -5.555 -3.932
H50 -3.542 -4.680 -1.147
H51 -4.932 -3.630 -0.921
H52 -3.373 -3.181 -0.225
H53 -3.750 -4.632 -3.675
H54 -4.073 -3.110 -4.505
H55 -5.245 -3.758 -3.370
H56 -3.748 -0.928 -1.433
H57 -5.248 -1.562 -2.133
H58 -4.005 -0.889 -3.187

Properties
* relative energy (zero: lowest compared OMol25 entry of this formula, charge and spin): 4.7 kcal per mole
* net charge: +2
* calculated total energy: -84871.5618 eV